17
Properties=species:S:1:pos:R:3 method="wB97M-V/def2-TZVPD" smiles=OC[C@H]1CCOC1 e_lumo_ev=0.876 e_homo_ev=-9.58 relative_energy_kcal_mol=34.89 gap_ev=10.5
O 2.3326 0.2232 0.9365
O -1.8811 -0.1765 -0.9490
C -1.8113 0.9184 -0.0497
C -0.8077 -1.0696 -0.6831
C 1.5987 -0.5611 0.0162
C 0.1268 -0.3805 0.3298
C -0.3309 1.0800 0.2676
H 0.1830 1.5993 -0.5514
H -2.2593 1.7853 -0.5439
H -1.1990 -2.0194 -0.2959
H -0.1292 1.6202 1.1957
H 1.7847 -0.2374 -1.0220
H 1.8759 -1.6254 0.0890
H -0.0623 -0.7715 1.3377
H 3.2641 0.1848 0.6914
H -0.2974 -1.2770 -1.6351
H -2.3875 0.7074 0.8662